Entry from the OMol25 dataset: 2 unconnected molecules or ions with the total composition C4H9NO (ωB97M-V with the def2-TZVPD basis set).

Positions of all 15 atoms, in Å:
C -2.389 0.151 -0.678
C -0.689 -1.487 0.830
O -0.331 -0.381 1.468
C 0.708 0.312 0.835
N 1.465 -0.315 0.073
C 2.589 0.343 -0.519
H -2.554 0.593 0.310
H -2.132 0.936 -1.390
H -3.289 -0.377 -0.997
H -1.408 -1.947 1.537
H -1.556 -0.568 -0.644
H 0.764 1.360 1.150
H 2.496 0.286 -1.608
H 3.473 -0.231 -0.229
H 2.705 1.391 -0.208

Forces on the atoms, in the same order (eV/Å):
-0.098 0.060 -0.079
0.051 -0.156 0.595
0.017 -0.503 -0.066
0.446 -0.173 -0.268
-0.161 0.280 0.389
0.256 0.148 -0.117
0.033 -0.108 -0.208
-0.127 -0.037 0.007
0.040 0.145 -0.029
-0.204 0.192 0.104
-0.319 0.198 -0.167
-0.110 -0.240 -0.046
0.080 0.053 0.126
0.041 0.204 -0.142
0.056 -0.063 -0.099

frontier orbital gap = 8.91 eV
ΔE to the lowest compared entry with this formula, charge and spin = 494.66 kJ/mol
E = -7827.193 eV
total charge = 0

=====

Entry from the OMol25 dataset: 2 unconnected molecules or ions with the total composition C4H12 in a non-equilibrium geometry (ωB97M-V with the def2-TZVPD basis set).

Positions of all 16 atoms, in Å:
C -0.272 -2.087 0.144
C 1.301 -1.676 0.090
H -0.125 -3.088 -0.204
H -0.558 -1.867 1.113
H -0.939 -1.626 -0.559
H 2.046 -2.539 -0.249
H 1.650 -1.331 1.111
H 1.417 -0.940 -0.600
C -1.231 2.214 0.209
C 0.119 1.573 -0.386
H -1.640 2.596 -0.616
H -1.823 1.510 0.689
H -0.904 2.830 0.998
H 1.001 2.243 -0.468
H 0.338 0.681 0.156
H -0.380 1.507 -1.428

Forces on the atoms, in the same order (eV/Å):
3.653 -0.132 -1.805
0.111 -2.755 1.821
-1.137 -1.068 0.713
-1.075 -0.453 1.908
0.098 0.725 -0.430
-1.885 1.516 0.826
-0.356 -0.305 -1.260
0.679 2.309 -1.796
4.678 -1.303 1.911
-2.731 1.346 -1.685
-2.254 2.296 -2.323
-1.208 -1.672 0.384
-0.230 1.661 0.663
-0.794 -0.265 0.303
0.322 -0.665 -0.311
2.130 -1.233 1.080

frontier orbital gap = 12.02 eV
ΔE to the lowest compared entry with this formula, charge and spin = 192.17 kJ/mol
SMILES = CC.CC
E = -4340.537 eV
total charge = 0

=====

Entry from the OMol25 dataset: a molecular structure, C2H4O3Tm in a non-equilibrium geometry (ωB97M-V with the def2-TZVPD basis set).

Positions of all 10 atoms, in Å:
O -0.638 -0.689 -1.487
O 1.114 1.663 -0.556
C -0.704 -1.103 -0.343
C -0.100 -0.379 0.814
H -1.133 -2.096 -0.129
H 0.643 -1.015 1.316
H -0.889 -0.109 1.535
Tm -0.197 1.340 -2.284
O 0.528 0.803 0.384
H 1.375 1.585 0.751

Forces on the atoms, in the same order (eV/Å):
0.120 2.348 -1.732
0.014 0.714 -5.651
0.413 -1.609 2.092
-0.706 -2.568 -0.767
-0.212 0.125 -0.134
-0.037 -0.147 -0.061
0.075 0.198 0.038
0.783 -0.487 0.615
1.062 3.066 5.175
-1.514 -1.639 0.425

frontier orbital gap (alpha / beta) = 9.18 / 7.47 eV
ΔE to the lowest compared entry with this formula, charge and spin = 230.55 kJ/mol
E = -37768.942 eV
total charge = +3
2S+1 = 3

=====

Entry from the OMol25 dataset: a single C5H12N2 molecule in a non-equilibrium geometry (ωB97M-V with the def2-TZVPD basis set).

Positions of all 19 atoms, in Å:
C -2.353 1.264 0.004
C -1.434 0.332 0.248
N -1.566 -0.520 1.364
C -0.286 0.057 -0.682
C 1.013 -0.538 -0.074
C 1.904 0.508 0.596
N 1.780 -1.341 -1.051
H -3.280 1.334 0.565
H -2.333 1.964 -0.821
H -2.524 -0.676 1.596
H -0.961 -1.324 1.331
H -0.618 -0.562 -1.515
H 0.083 0.982 -1.143
H 0.747 -1.262 0.707
H 2.605 -0.030 1.230
H 1.229 1.150 1.159
H 2.460 1.067 -0.158
H 2.391 -0.718 -1.584
H 1.143 -1.688 -1.771

Forces on the atoms, in the same order (eV/Å):
-0.558 0.362 -0.278
-0.336 -0.158 0.277
0.728 0.558 -0.835
1.434 0.617 0.008
-0.347 -0.884 -0.024
-0.612 -0.733 -0.434
-0.051 0.673 -0.585
0.224 -0.089 0.339
0.445 -0.206 -0.124
-0.287 -0.375 0.366
-0.445 -0.197 0.156
-0.178 -0.260 0.135
-0.553 0.119 -0.076
-0.010 0.120 -0.033
0.113 0.311 0.207
0.394 0.242 0.243
-0.080 0.206 0.064
0.003 -0.113 0.254
0.116 -0.195 0.341

frontier orbital gap = 9.23 eV
ΔE to the lowest compared entry with this formula, charge and spin = 92.52 kJ/mol
SMILES = C=C(N)C[C@H](C)N
E = -8359.177 eV
total charge = 0

=====

Entry from the OMol25 dataset: a single C6H15NO molecule in a non-equilibrium geometry (ωB97M-V with the def2-TZVPD basis set).

Positions of all 23 atoms, in Å:
C 0.342 2.839 0.520
C 0.163 1.722 -0.515
N 1.028 0.575 -0.191
C 1.624 -0.029 -1.399
C 0.429 -0.396 0.663
C -1.058 -0.899 0.286
C -1.433 -2.265 0.755
O -0.527 -3.210 0.202
H 1.228 3.474 0.469
H 0.168 2.607 1.580
H -0.450 3.558 0.306
H 0.460 2.202 -1.453
H -0.896 1.459 -0.667
H 1.338 -1.086 -1.470
H 2.706 -0.044 -1.280
H 1.252 0.397 -2.330
H 0.196 -0.028 1.686
H 1.045 -1.276 0.811
H -1.195 -0.812 -0.797
H -1.720 -0.137 0.720
H -1.206 -2.344 1.852
H -2.510 -2.415 0.556
H -0.982 -3.891 -0.303

Forces on the atoms, in the same order (eV/Å):
-1.442 0.908 0.376
0.997 0.582 0.793
-0.177 0.453 -1.454
-0.387 -1.051 0.712
-2.555 -1.011 1.413
1.024 1.698 -0.680
0.726 0.075 1.482
-0.230 -0.559 -0.675
0.419 -0.708 -0.285
0.206 -0.521 -0.336
-0.265 0.214 -0.006
0.219 -0.500 -0.040
0.168 -0.003 0.338
-0.046 -0.018 0.057
0.148 0.342 -0.513
0.410 0.388 0.096
0.880 0.338 -0.406
0.386 0.040 -0.285
-0.006 -0.246 -0.069
-0.164 -0.369 -0.061
-0.808 0.249 -0.613
0.540 -0.471 0.070
-0.044 0.169 0.087

frontier orbital gap = 8.99 eV
ΔE to the lowest compared entry with this formula, charge and spin = 224.36 kJ/mol
SMILES = CCN(C)CCCO
E = -10001.432 eV
total charge = 0

=====

Entry from the OMol25 dataset: a single C4H5NO2 molecule in a non-equilibrium geometry (ωB97M-V with the def2-TZVPD basis set).

Positions of all 12 atoms, in Å:
O 2.429 -0.385 -0.644
C 1.115 -0.297 -0.700
C 0.589 0.322 0.512
C -0.587 1.236 0.200
N -0.790 -0.031 0.804
C -1.444 -1.074 0.137
O -2.481 -0.941 -0.462
H 2.568 -0.781 -1.511
H 1.234 0.541 1.359
H -0.878 1.348 -0.844
H -0.714 2.107 0.838
H -0.951 -2.047 0.306

Forces on the atoms, in the same order (eV/Å):
-0.709 -0.063 -0.431
-0.364 0.146 0.274
0.254 -0.089 0.072
-0.188 0.228 -0.077
-0.178 0.020 0.061
-0.215 0.003 -0.183
0.442 -0.027 0.262
1.014 -0.128 -0.059
-0.075 0.013 0.028
0.074 -0.071 0.180
0.044 -0.149 -0.091
-0.099 0.118 -0.037

frontier orbital gap = 9.65 eV
ΔE to the lowest compared entry with this formula, charge and spin = 375.29 kJ/mol
E = -9810.425 eV
total charge = 0